a.
Below is the ion C3H8N3 with charge +1, with properties calculated with ωB97M-V/def2-TZVPD.

Output
E_LUMO = -3.36 eV
Charge = +1
Orbital gap = 0.417 Eh
SMILES = C[N@@H+]1CN=CN1

Last column: Mulliken charge in e.
Cartesian coordinates (Å):
N1 -0.549 -0.041 0.199  0.04
N2 0.965 -0.430 -1.684  -0.31
N3 -0.230 1.172 -0.539  -0.36
C1 -0.366 -0.009 1.694  -0.86
C2 0.665 0.782 -1.535  -0.10
C3 0.516 -1.121 -0.602  -0.21
H1 0.784 1.377 -2.490  0.35
H2 -1.211 0.062 2.272  0.41
H3 -1.431 -0.466 -0.078  0.42
H4 -0.832 1.971 -0.738  0.28
H5 0.064 -0.886 2.082  0.38
H6 1.408 -1.215 0.163  0.31
H7 -0.038 -2.070 -0.757  0.33
H8 0.257 0.874 2.013  0.31



b.
Below is the ion C3H8N3 with charge +1, with properties calculated with ωB97M-V/def2-TZVPD.

Output
E_LUMO = -4.68 eV
Charge = +1
Orbital gap = 0.375 Eh
SMILES = C[C@@H](N)[NH+]=C=N

Last column: Mulliken charge in e.
Cartesian coordinates (Å):
N1 2.551 -0.274 -1.184  -0.16
N2 -1.055 -0.936 -0.396  -0.52
N3 1.100 -0.533 0.722  -0.34
C1 2.010 -0.416 -0.140  0.52
C2 -0.448 -0.341 0.648  0.06
C3 -0.564 1.165 0.666  -1.11
H1 -0.700 -0.693 -1.296  0.27
H2 -0.591 -0.866 1.574  0.41
H3 0.340 1.543 0.440  0.38
H4 -0.988 1.608 1.543  0.30
H5 1.476 -0.593 1.659  0.24
H6 -1.232 1.355 -0.211  0.35
H7 3.276 -0.051 -1.825  0.30
H8 -1.135 -1.977 -0.306  0.30



Which of them is the least stable? Correct choice: a.



a.
Below is a cluster of 2 separate species, CH5N3OS in total, with properties calculated with ωB97M-V/def2-TZVPD.

Output
E_LUMO = 0.51 eV
Charge = 0
Orbital gap = 0.323 Eh
SMILES = N[NH2+][S-].N=C=O

Last column: Mulliken charge in e.
Cartesian coordinates (Å):
S1 1.040 0.595 1.206  -0.42
O1 -0.102 -0.957 -1.408  -0.51
N1 2.069 -1.686 -1.105  -0.39
N2 -0.824 0.377 0.905  -0.38
N3 -1.546 1.220 -0.032  -0.46
C1 0.998 -1.288 -1.267  0.59
H1 2.780 -1.460 -0.511  0.29
H2 -1.478 2.102 0.391  0.27
H3 -1.023 1.158 -0.868  0.29
H4 -0.900 -0.594 0.796  0.33
H5 -1.012 0.534 1.893  0.38



b.
Below is a cluster of 2 separate species, CH5N3OS in total, with properties calculated with ωB97M-V/def2-TZVPD.

Output
E_LUMO = -0.17 eV
Charge = 0
Orbital gap = 0.376 Eh

Last column: Mulliken charge in e.
Cartesian coordinates (Å):
S1 -0.784 1.825 -0.321  0.63
O1 -0.630 1.823 -1.803  -0.50
N1 -2.204 1.826 0.194  -0.44
N2 1.215 -0.840 1.193  -0.50
N3 1.121 -0.192 -0.138  -0.32
C1 0.715 -1.569 0.045  -0.15
H1 -0.306 -1.863 0.072  0.24
H2 2.099 -0.109 -0.264  0.25
H3 -3.010 1.787 -0.445  0.28
H4 0.427 -0.373 1.593  0.27
H5 1.356 -2.314 -0.126  0.24



Which of them is the least stable? Correct choice: b.



a.
Below is a cluster of 2 separate species, C6H12N2O3S in total, with properties calculated with ωB97M-V/def2-TZVPD.

Output
E_LUMO = -2.05 eV
Charge = 0
Orbital gap = 0.181 Eh
SMILES = CCN1C=CN(C)C1.O=S(=O)=O

Last column: Mulliken charge in e.
Cartesian coordinates (Å):
S1 1.963 -4.250 0.181  1.08
O1 3.338 -3.867 0.330  -0.37
O2 1.057 -3.785 1.166  -0.37
O3 1.485 -4.633 -1.137  -0.37
N1 -0.234 0.467 -1.343  0.01
N2 -1.248 -0.270 0.623  0.24
C1 0.260 1.853 -1.623  -0.59
C2 0.604 -0.413 -0.590  -0.78
C3 -1.796 0.123 1.862  -0.87
C4 -1.464 0.562 -0.494  -0.75
C5 -0.006 -0.852 0.497  -0.40
C6 0.849 2.495 -0.266  -0.77
H1 -1.320 -0.565 2.603  0.33
H2 -0.057 2.876 0.453  0.14
H3 1.503 3.256 -0.670  0.40
H4 1.140 1.899 -2.428  0.30
H5 1.341 1.736 0.269  0.28
H6 -1.723 1.652 -0.222  0.37
H7 -2.890 -0.066 1.875  0.28
H8 0.426 -1.640 0.988  0.63
H9 -1.688 1.220 2.070  0.27
H10 -0.724 2.398 -2.012  0.33
H11 1.578 -0.462 -1.023  0.46
H12 -2.393 0.267 -1.109  0.16



b.
Below is an isolated molecule of C6H12N2O3S, with properties calculated with ωB97M-V/def2-TZVPD.

Output
E_LUMO = 0.51 eV
Charge = 0
Orbital gap = 0.364 Eh
SMILES = C[C@H](N)C(=O)N[C@@H](CS)C(=O)O

Last column: Mulliken charge in e.
Cartesian coordinates (Å):
S1 2.766 -1.906 -0.838  -0.21
O1 3.558 1.210 0.671  -0.41
O2 2.163 1.846 -0.982  -0.62
O3 -1.001 -0.887 1.358  -0.65
N1 0.290 0.094 -0.221  -0.12
N2 -3.225 -1.031 -0.311  -0.76
C1 2.118 -1.246 0.711  -1.04
C2 1.465 0.141 0.572  0.25
C3 -2.163 -0.073 -0.568  0.24
C4 2.423 1.143 -0.008  0.32
C5 -2.663 1.319 -0.338  -1.42
C6 -0.928 -0.366 0.259  0.42
H1 -2.845 1.533 0.670  0.37
H2 0.274 0.597 -1.068  0.26
H3 2.931 -1.208 1.438  0.47
H4 1.610 -2.014 -1.442  0.10
H5 -1.849 2.063 -0.557  0.33
H6 -2.938 -1.972 -0.573  0.30
H7 1.398 -1.888 1.167  0.49
H8 4.064 1.933 0.265  0.37
H9 -3.253 -1.090 0.755  0.31
H10 -1.881 -0.165 -1.651  0.32
H11 1.243 0.449 1.597  0.32
H12 -3.557 1.518 -0.908  0.36



Which of them is the least stable? Correct choice: a.



a.
Below is a cluster of 2 separate species, C5H12NS2 in total, with properties calculated with ωB97M-V/def2-TZVPD.

Output
E_LUMO = -3.43 eV
Charge = +1
Orbital gap = 0.300 Eh

Last column: Mulliken charge in e.
Cartesian coordinates (Å):
S1 -2.961 1.184 -0.072  -0.22
S2 -1.412 -1.220 1.059  0.13
N1 -0.403 0.697 -0.503  -0.08
C1 3.055 0.464 0.446  -0.28
C2 2.106 0.712 1.302  -1.03
C3 -1.477 0.650 0.654  -0.15
C4 -0.670 -0.417 -1.458  -0.46
C5 -1.009 -1.741 -0.774  -0.56
H1 3.249 -0.651 0.211  0.21
H2 0.176 -0.552 -2.199  0.38
H3 3.525 1.212 -0.061  0.33
H4 -0.163 -1.094 1.473  0.21
H5 1.937 1.771 1.607  0.34
H6 1.683 0.026 1.950  0.45
H7 0.494 0.834 0.047  0.01
H8 -1.503 0.021 -1.966  0.37
H9 -0.259 -2.500 -0.575  0.38
H10 -0.565 1.585 -0.896  0.40
H11 -3.870 1.249 0.867  0.18
H12 -1.936 -2.231 -1.113  0.39



b.
Below is a cluster of 2 separate species, C5H12NS2 in total, with properties calculated with ωB97M-V/def2-TZVPD.

Output
E_LUMO = -5.03 eV
Charge = +1
Orbital gap = 0.289 Eh

Last column: Mulliken charge in e.
Cartesian coordinates (Å):
S1 1.492 -0.224 1.202  -0.07
S2 1.443 0.324 3.204  -0.15
N1 -0.784 1.430 -0.404  0.30
C1 0.169 -2.246 -0.132  -1.11
C2 -1.901 1.833 0.046  -0.05
C3 -0.381 1.602 -1.752  0.21
C4 0.782 1.172 -2.202  -0.67
C5 0.803 -1.906 1.207  -0.26
H1 -0.604 -1.550 -0.461  0.28
H2 1.113 1.315 -3.219  0.28
H3 1.453 0.638 -1.545  0.17
H4 -1.085 2.145 -2.366  0.27
H5 -0.295 -3.228 -0.079  0.36
H6 0.050 -1.906 1.991  0.33
H7 -2.129 1.659 1.092  0.24
H8 0.126 0.579 3.232  0.12
H9 0.919 -2.280 -0.926  0.32
H10 -0.143 0.913 0.258  -0.22
H11 1.580 -2.632 1.431  0.39
H12 -2.608 2.362 -0.576  0.24



Which of them is the least stable? Correct choice: a.